{"formula": "C5H16NO2PSi", "method": "ωB97M-V/def2-TZVPD", "species": ["C", "C", "C", "C", "C", "N", "O", "O", "Si", "P", "H", "H", "H", "H", "H", "H", "H", "H", "H", "H", "H", "H", "H", "H", "H", "H"], "xyz": [[2.466, -1.372, -1.987], [0.996, -2.934, 1.246], [-2.416, 0.417, 0.126], [-0.818, 2.749, -1.184], [-0.959, 2.229, 2.082], [0.675, 0.754, -0.021], [2.143, -1.291, -0.612], [0.715, -1.533, 1.291], [-0.898, 1.581, 0.309], [0.778, -0.767, -0.042], [1.751, -1.830, -2.681], [3.380, -1.891, -2.042], [2.590, -0.370, -2.422], [2.022, -3.106, 1.682], [0.966, -3.349, 0.237], [0.441, -3.409, 2.059], [-2.063, -0.412, -0.453], [-2.612, 0.111, 1.149], [-3.318, 0.759, -0.339], [-1.175, 2.090, -2.094], [-1.588, 3.485, -1.153], [0.180, 3.104, -1.503], [-1.567, 3.074, 2.370], [-1.268, 1.436, 2.758], [0.092, 2.572, 2.273], [-0.511, -2.099, -1.048]], "lowdin_charge": [-0.12, -0.13, -0.19, -0.21, -0.19, -0.20, -0.30, -0.29, 0.42, 0.47, 0.08, 0.07, 0.09, 0.10, 0.06, 0.09, -0.04, 0.02, 0.02, 0.06, -0.01, 0.02, 0.02, 0.02, 0.04, 0.11], "fmax_ev_per_a": 3.2, "de_lowest_kcal_mol": 27.3, "charge": 0}